(1)
C9H17N2S | the ωB97M-V functional and the def2-TZVPD basis

```
29
C9H17N2S, DFT the ωB97M-V functional and the def2-TZVPD basis
C 2.5272 2.1990 0.5579
C 2.0000 1.1027 -0.3753
C 2.0285 -0.4358 -0.0923
C 0.5401 -0.6042 -0.3979
C 0.4908 -1.3113 -1.7857
C -0.2649 -1.2619 0.7566
C -1.6477 -1.8280 0.4046
C -2.8555 -0.9605 0.5046
N -2.8161 0.3273 0.3737
S -4.3023 1.0130 0.1547
C 0.4973 0.9471 -0.2941
N -0.4735 1.6943 0.1146
H 2.5728 3.2039 -0.0261
H 3.5978 1.8370 0.7875
H 2.0616 2.5310 1.4675
H 2.0926 1.0981 -1.4648
H 2.8127 -0.8479 -0.6684
H 2.3621 -0.7885 0.9735
H 1.1197 -0.7983 -2.5334
H -0.4576 -1.2447 -2.1423
H 0.7318 -2.2580 -1.5073
H -0.3765 -0.7005 1.5852
H 0.4248 -2.1839 0.8580
H -1.5191 -2.2689 -0.5529
H -1.6469 -2.7987 1.0357
H -3.7283 -1.5793 0.5246
H -4.0531 2.1011 0.8784
H -1.2844 1.1887 0.3696
H -0.4338 2.6272 0.4936
```

Properties
* highest occupied orbital energy: -12.2179 eV
* total charge: +1
* SMILES: C[C@H]1C[C@@](C)(CC/C=N/S)C1=[NH2+]
* gap between HOMO and LUMO: 8.74 eV
* E: -860.4728 Ha
* energy relative to the best compared isomer or geometry (same formula, charge and spin): 52.6 kcal per mole

Atomic partial charges in e from the Löwdin method, atoms 1 to 8: atom 1 (C): -0.04, atom 2 (C): -0.23, atom 3 (C): -0.09, atom 4 (C): -0.37, atom 5 (C): 0.03, atom 6 (C): -0.11, atom 7 (C): -0.16, atom 8 (C): -0.22

(2)
C9H17N3O2 | the ωB97M-V functional and the def2-TZVPD basis

```
31
C9H17N3O2, DFT the ωB97M-V functional and the def2-TZVPD basis
C -1.4642 -2.1369 0.0731
C 2.7787 -0.9016 -0.0141
C 2.4605 0.0899 1.2197
C -2.1059 1.8607 1.4028
C 1.4543 -1.5236 -0.5752
C 0.1144 0.1660 0.5571
C -1.4112 1.3687 0.1447
C -1.0716 2.1527 -1.0787
C -0.7916 -1.2924 -1.1473
N 1.3031 0.9649 0.9542
N -2.6952 0.9782 0.4229
N 0.3876 -0.5225 -0.7143
O -2.5898 -1.7965 0.3356
O -0.7710 -2.9934 0.5374
H 3.1137 -0.5231 -0.9858
H 3.4391 -1.8283 0.1981
H 2.1484 -0.5556 2.0258
H 3.4173 0.6530 1.4424
H -1.6588 1.3558 2.3030
H -2.6438 2.7491 1.4925
H 1.7033 -2.0000 -1.5841
H 0.9057 -2.1938 0.1533
H -0.3293 -0.4621 1.2076
H -1.8061 2.8917 -1.4202
H -1.0246 1.4855 -1.9249
H -0.1306 2.7382 -0.9709
H -1.5288 -0.6805 -1.7307
H -0.3850 -1.9586 -1.9104
H 1.4849 1.6576 0.2269
H -3.0045 0.0640 0.7110
H 0.7014 0.1928 -1.3516
```

Properties
* highest occupied orbital energy: -8.8392 eV
* gap between HOMO and LUMO: 9.00 eV
* E: -667.7161 Ha
* energy relative to the best compared isomer or geometry (same formula, charge and spin): 49.2 kcal per mole

Atomic partial charges in e from the Löwdin method, atoms 1 to 8: atom 1 (C): -0.76, atom 2 (C): -0.13, atom 3 (C): -0.17, atom 4 (C): -0.08, atom 5 (C): -0.15, atom 6 (C): -0.10, atom 7 (C): -0.35, atom 8 (C): -0.05

(3)
C9H17N3O4 | the ωB97M-V functional and the def2-TZVPD basis

```
33
C9H17N3O4, DFT the ωB97M-V functional and the def2-TZVPD basis
C -2.1579 -0.8821 -0.9743
C -0.7500 -1.1029 -0.4991
C -2.9154 0.1037 0.0485
C -2.5922 1.5900 0.1179
C 1.6725 -0.2666 -0.1322
C 1.7666 -0.3440 1.5092
C 2.6422 0.9257 -0.7787
C 2.6778 0.6258 -2.3643
C 4.0774 0.5941 -0.2768
H -3.7937 -2.0143 0.5893
H -2.3073 -3.2506 -0.9982
H -1.8592 -0.2644 -1.8698
H -3.9208 -0.2253 0.1387
H -2.3653 -0.3159 1.0805
H -3.1250 3.1808 1.0050
H -4.1559 1.9570 1.4062
H -0.2781 0.8237 -0.9251
H 2.0836 -1.3426 -0.0555
H 2.2171 1.8183 -0.3875
H 3.4536 1.3905 -3.0127
H 3.1330 -0.4414 -2.5625
H 1.5668 0.5241 -2.8699
H 4.4608 0.6365 0.7914
H 5.0255 1.0588 -0.6164
H 4.4256 -0.3303 -0.6456
H 0.5691 -1.7805 1.1685
N -3.0967 -2.0036 -0.9483
N -3.5204 2.3216 0.6783
N 0.2058 -0.0623 -0.5039
O -0.4435 -2.2912 -0.0976
O -1.3369 2.0573 -0.0568
O 2.4887 0.2556 2.2285
O 0.9447 -1.3564 2.0859
```

Properties
* highest occupied orbital energy: -9.1948 eV
* gap between HOMO and LUMO: 8.45 eV
* E: -818.0538 Ha
* energy relative to the best compared isomer or geometry (same formula, charge and spin): 233.3 kcal per mole

Atomic partial charges in e from the Löwdin method, atoms 1 to 8: atom 1 (C): -0.42, atom 2 (C): -0.40, atom 3 (C): -0.11, atom 4 (C): -0.43, atom 5 (C): -0.12, atom 6 (C): -0.45, atom 7 (C): -0.28, atom 8 (C): -0.11

(4)
C9H17N3O4 | the ωB97M-V functional and the def2-TZVPD basis

```
33
C9H17N3O4, DFT the ωB97M-V functional and the def2-TZVPD basis
C -1.8233 1.6465 1.0970
C -2.4978 0.4100 0.3404
C -3.1155 0.8882 -0.9468
C -1.4584 -0.7425 0.2762
N -0.2817 -0.3604 -0.4688
C 0.8557 0.0854 0.1008
O 0.9351 0.3145 1.2946
C 1.9558 0.4624 -0.8716
N 2.0351 1.9120 -1.2263
C 3.2926 0.2479 -0.1695
C 3.6134 -1.2102 0.0311
N 3.2910 -1.5972 1.3464
O 4.1005 -1.9717 -0.7943
C -2.0312 -2.0381 -0.3665
O -1.6437 -2.4875 -1.4031
O -3.0126 -2.6251 0.3487
H -2.4940 2.4734 1.2121
H -0.9802 2.0114 0.5016
H -1.4534 1.3794 2.0649
H -3.2124 0.0453 1.0617
H -3.6738 0.0905 -1.3915
H -3.8770 1.6405 -0.7154
H -2.3365 1.2025 -1.6951
H -1.1279 -1.0399 1.2453
H -0.2476 -0.7345 -1.4192
H 1.9208 -0.1740 -1.7775
H 1.3033 2.1099 -1.8948
H 1.8275 2.4722 -0.4001
H 4.0838 0.6997 -0.7452
H 3.2488 0.7285 0.8054
H 3.2064 -2.5925 1.4958
H 2.6271 -1.0171 1.8405
H -3.0298 -2.2295 1.2232
```

Properties
* highest occupied orbital energy: -9.6673 eV
* SMILES: CC(C)[C@H](NC(=O)[C@@H](N)CC(N)=O)C(=O)O
* gap between HOMO and LUMO: 9.93 eV
* E: -818.4255 Ha
* energy relative to the best compared isomer or geometry (same formula, charge and spin): 0.0 kcal per mole

Atomic partial charges in e from the Löwdin method, atoms 1 to 8: atom 1 (C): -0.04, atom 2 (C): -0.34, atom 3 (C): -0.06, atom 4 (C): -0.20, atom 5 (N): 0.13, atom 6 (C): -0.46, atom 7 (O): 0.05, atom 8 (C): -0.28

(5)
C9H17NO2 | the ωB97M-V functional and the def2-TZVPD basis

```
29
C9H17NO2, DFT the ωB97M-V functional and the def2-TZVPD basis
C -0.9598 -0.8735 -0.6267
C -2.2066 -0.9757 0.2405
C -2.3058 0.1776 1.2046
N -3.1901 1.0407 0.9130
O -3.8833 0.6276 -0.2131
C -3.5180 -0.7323 -0.5069
H -0.9523 0.0814 -1.1967
H -0.0903 -0.9250 -0.0533
H -0.9260 -1.6957 -1.3663
H -2.2083 -1.9302 0.7666
H -1.6410 0.3551 2.0529
H -4.3205 -1.3893 -0.1449
H -3.4357 -0.8198 -1.6013
C 1.6751 2.8364 -0.0076
C 2.4420 1.5206 0.0957
C 1.5308 0.3043 0.0246
C 2.2907 -1.0195 0.1342
C 1.3908 -2.2167 -0.0352
O 1.3299 -3.1525 0.7233
H 1.1202 2.9030 -0.9493
H 0.9445 2.9360 0.8076
H 2.3465 3.7027 0.0376
H 2.9920 1.4597 1.0231
H 3.1872 1.4623 -0.7108
H 0.7821 0.3686 0.8177
H 0.9822 0.3232 -0.9206
H 2.8013 -1.1072 1.0947
H 3.0543 -1.0618 -0.6568
H 0.7679 -2.1999 -0.9468
```

Properties
* highest occupied orbital energy: -9.4631 eV
* SMILES: C[C@H]1C=NOC1.CCCCC=O
* gap between HOMO and LUMO: 10.21 eV
* E: -558.2505 Ha
* energy relative to the best compared isomer or geometry (same formula, charge and spin): 78.9 kcal per mole

Atomic partial charges in e from the Löwdin method, atoms 1 to 8: atom 1 (C): -0.09, atom 2 (C): -0.29, atom 3 (C): -0.12, atom 4 (N): 0.06, atom 5 (O): -0.13, atom 6 (C): -0.15, atom 7 (H): 0.12, atom 8 (H): -0.02

(6)
C9H17NO4 | the ωB97M-V functional and the def2-TZVPD basis

```
31
C9H17NO4, DFT the ωB97M-V functional and the def2-TZVPD basis
C 2.0658 -2.8962 0.0143
C 1.9469 -1.5462 0.8511
O 3.2928 -1.0698 0.7616
C 1.6587 -1.6771 2.2910
C 0.6774 -0.6193 2.7475
O 1.1837 0.6708 2.3545
C 1.0118 0.7769 0.9022
C 1.0963 -0.5077 0.1336
N -0.3083 -1.1319 -0.0276
C -1.2432 -0.3958 -0.9048
C -2.5943 -0.4968 -0.3915
C -3.6791 0.2433 -1.2997
O -3.4727 1.3124 -1.8555
O -4.8490 -0.4259 -1.4511
H 1.0876 -3.4655 -0.0954
H 2.3812 -2.5985 -0.9635
H 2.8782 -3.6064 0.2561
H 3.9080 -1.6331 1.2103
H 1.4435 -2.6637 2.6272
H 2.4934 -1.5862 2.9628
H 0.4931 -0.7152 3.8316
H -0.4007 -0.6917 2.3424
H 1.9021 1.3465 0.7380
H 0.2018 1.4673 0.6669
H 1.4645 -0.1974 -0.8659
H -0.2007 -2.0761 -0.2163
H -1.1717 -0.6467 -1.9584
H -1.0641 0.6691 -0.8597
H -2.5388 -0.1340 0.5960
H -2.8435 -1.5993 -0.5096
H -5.3691 0.0994 -2.0623
```

Properties
* highest occupied orbital energy: -9.0531 eV
* SMILES: C[C@]1(O)CCOC[C@@H]1NCCC(=O)O
* gap between HOMO and LUMO: 9.75 eV
* E: -708.7811 Ha
* energy relative to the best compared isomer or geometry (same formula, charge and spin): 41.7 kcal per mole

Atomic partial charges in e from the Löwdin method, atoms 1 to 8: atom 1 (C): -0.01, atom 2 (C): -0.49, atom 3 (O): -0.02, atom 4 (C): -0.11, atom 5 (C): -0.20, atom 6 (O): -0.12, atom 7 (C): -0.13, atom 8 (C): -0.21

(7)
C9H17P | the ωB97M-V functional and the def2-TZVPD basis

```
27
C9H17P, DFT the ωB97M-V functional and the def2-TZVPD basis
C 3.1382 0.7452 -0.2341
C 2.3093 1.3580 0.8798
C 0.7547 1.1391 0.8747
C 0.4913 -0.0823 -0.0588
C 0.3746 -2.6253 0.1231
C -3.2104 0.9110 -1.0755
C 0.4014 -1.2663 0.8439
C -0.6929 0.1389 -0.9781
C -1.9929 0.3820 -0.1773
P 2.3720 -0.3784 -1.1460
H 4.1298 1.2460 -0.3469
H 2.6604 0.9232 1.8509
H 2.3924 2.3857 0.8777
H 0.4509 0.7164 1.8598
H 0.2728 2.0461 0.4861
H -0.5682 -2.8342 -0.3118
H 0.8416 -3.5484 0.6305
H 0.9908 -2.5284 -0.7149
H -4.0721 0.9592 -0.4507
H -3.2414 0.2577 -1.9478
H -2.9843 1.9384 -1.4510
H 1.2672 -1.2479 1.4976
H -0.4742 -1.0897 1.6071
H -0.4672 0.8444 -1.7951
H -0.9259 -0.7588 -1.6091
H -2.3540 -0.5678 0.1478
H -1.8638 0.9363 0.6179
```

Properties
* multiplicity: 3
* highest occupied orbital energy (spin up / spin down): -5.9273 / -8.4554 eV
* gap between HOMO and LUMO (spin up / spin down): 6.87 / 6.24 eV
* E: -694.2569 Ha
* energy relative to the best compared isomer or geometry (same formula, charge and spin): 0.0 kcal per mole

Atomic partial charges in e from the Löwdin method, atoms 1 to 8: atom 1 (C): -0.47, atom 2 (C): -0.26, atom 3 (C): -0.17, atom 4 (C): -0.53, atom 5 (C): -0.12, atom 6 (C): -0.07, atom 7 (C): -0.29, atom 8 (C): -0.22

(8)
C9H18BeCl2MgO9S | the ωB97M-V functional and the def2-TZVPD basis

```
41
C9H18BeCl2MgO9S, DFT the ωB97M-V functional and the def2-TZVPD basis
O -4.0240 0.7772 0.6766
S -2.8444 0.2202 -0.2055
O -2.7425 1.1959 -1.4322
O -3.3199 -1.3463 -0.7129
C -2.1315 -2.2263 -0.8068
C -1.4246 -2.5508 0.6364
C -1.1786 -1.2470 1.5999
C -1.2370 0.2054 0.8029
C 0.0770 0.2908 -0.1785
O 1.3342 0.6670 0.5256
O 2.2784 0.2993 -0.3331
H -1.4198 -1.7476 -1.6072
H -2.5030 -3.2579 -1.2709
H -0.4263 -3.1560 0.5038
H -2.1780 -3.2663 1.2223
H -2.0170 -1.2689 2.4481
H -0.1165 -1.2733 2.1314
H -1.2996 1.1187 1.5656
H -0.1106 1.0644 -1.0505
H 0.2887 -0.7719 -0.6618
H 2.4642 -0.6829 -0.2352
Mg 0.8735 -3.6339 -0.9488
C 3.5308 2.7753 0.3838
C 3.6043 3.9905 1.3231
C 2.7843 5.1459 0.7251
O 4.8660 4.3788 1.3864
H 3.9244 2.9937 -0.6178
H 4.0921 1.9223 0.7861
H 2.4905 2.4516 0.2606
H 3.0776 3.6925 2.2408
H 3.1499 5.4531 -0.2637
H 2.7991 6.0283 1.3775
H 1.7361 4.8468 0.6055
Cl 1.3417 -1.0738 2.8819
C -3.8249 -4.8707 -3.6634
O -2.6515 -4.4956 -3.4266
O -4.4732 -3.9634 -4.3800
O -4.4429 -5.9113 -3.3451
H -3.6868 -3.3809 -4.3954
Be -0.4219 2.0159 2.4765
Cl 3.7617 -1.4088 2.9759
```

Properties
* highest occupied orbital energy: -7.7193 eV
* gap between HOMO and LUMO: 1.37 eV
* E: -2563.4951 Ha

Atomic partial charges in e from the Löwdin method, atoms 1 to 8: atom 1 (O): -0.36, atom 2 (S): 0.85, atom 3 (O): -0.35, atom 4 (O): -0.25, atom 5 (C): -0.23, atom 6 (C): -0.20, atom 7 (C): -0.20, atom 8 (C): -0.35